150
Properties=species:S:1:pos:R:3 method="wB97M-V/def2-TZVPD" smiles=COCCNCCOC.COCCNCCOC.COCCNCCOC.COCCNCCOC.COCCNCCOC.OCCO.OCCO.OCCO homo_ev=-8.48 relative_energy_ev=1.093 lumo_energy_ev=0.49
C -6.38071 9.03576 -11.24645
C -5.96872 10.33651 -10.62447
O -6.77823 10.67987 -9.49900
O -7.75696 9.15086 -11.63051
H -6.30276 8.24247 -10.49462
H -5.84105 8.81505 -12.16872
H -6.05290 11.11794 -11.39708
H -4.92689 10.40654 -10.31693
H -7.67638 10.57392 -9.84979
H -7.95829 8.40122 -12.21192
C -2.84034 5.91758 -14.39386
C -3.38173 5.39769 -13.05790
O -3.89996 6.45609 -12.25370
O -3.81041 6.27739 -15.35519
H -2.31148 5.07021 -14.84111
H -2.09155 6.70171 -14.21694
H -2.49031 5.08070 -12.49814
H -3.99876 4.50959 -13.19798
H -4.61998 6.12565 -11.69085
H -4.42717 7.02086 -15.12123
C -3.59346 3.22204 -17.60916
C -2.40591 2.46622 -18.21036
O -2.59470 2.14365 -19.57254
O -4.82133 2.60159 -17.86595
H -3.57437 4.29689 -17.82970
H -3.46020 3.16047 -16.52371
H -2.24856 1.56311 -17.61778
H -1.46846 3.02538 -18.08969
H -2.67834 2.95163 -20.08772
H -4.98575 2.48139 -18.80554
C -5.93672 5.27177 -9.66525
O -6.24697 5.26608 -11.04068
C -7.62495 5.18772 -11.40446
C -7.64482 5.29811 -12.92086
N -7.11607 6.62450 -13.26090
C -7.33544 6.99653 -14.64797
C -6.83615 8.40609 -14.86116
O -5.40606 8.38682 -14.67176
C -4.79626 9.67416 -14.80163
H -6.48688 6.10740 -9.19980
H -4.91123 5.56497 -9.44454
H -6.24728 4.35444 -9.16176
H -8.24981 5.95477 -10.94094
H -8.01497 4.20750 -11.10364
H -8.68515 5.13577 -13.21236
H -7.03388 4.52976 -13.40574
H -6.11444 6.62131 -13.14273
H -8.38333 6.91624 -14.94274
H -6.79066 6.33747 -15.34011
H -7.25619 9.06176 -14.09296
H -7.04745 8.79037 -15.86035
H -3.73211 9.48225 -14.72162
H -5.14156 10.22584 -13.92375
H -5.06625 10.19258 -15.72118
C -1.56776 8.97874 -16.34361
O -0.35400 8.81844 -15.65051
C 0.13098 7.49464 -15.74399
C 1.45261 7.33732 -15.00727
N 2.60771 7.98858 -15.57441
C 3.77750 7.83040 -14.69903
C 5.09014 7.72380 -15.44757
O 5.06884 6.46859 -16.11679
C 6.33802 6.11587 -16.64884
H -1.97110 9.95410 -16.07670
H -2.33948 8.24134 -16.08854
H -1.39808 8.89907 -17.42297
H 0.27391 7.22925 -16.80435
H -0.62338 6.79492 -15.36609
H 1.60199 6.26335 -14.88649
H 1.17083 7.71360 -14.00516
H 2.43031 8.98143 -15.64120
H 3.70932 7.10850 -13.88521
H 3.84055 8.76182 -14.11046
H 5.96796 7.72382 -14.79175
H 5.19260 8.56122 -16.14731
H 6.21076 5.13819 -17.10330
H 7.08147 6.09144 -15.84731
H 6.64160 6.85031 -17.39969
C -3.19439 1.28900 -14.13206
O -2.23266 2.30123 -13.98532
C -0.93348 1.75835 -14.22170
C 0.05402 2.91049 -14.15408
N 0.17483 3.35429 -12.77348
C 0.80148 4.65663 -12.67876
C 1.04625 5.03291 -11.23994
O -0.23005 5.13995 -10.65032
C -0.27712 5.83279 -9.44826
H -4.22640 1.63005 -14.09136
H -3.12734 0.47035 -13.40114
H -3.03375 0.75934 -15.08090
H -0.85684 1.25048 -15.18892
H -0.77784 1.01196 -13.43504
H -0.39607 3.68382 -14.80096
H 0.99529 2.69755 -14.66392
H -0.78167 3.36267 -12.43638
H 0.16502 5.49033 -13.01262
H 1.75267 4.67216 -13.21134
H 1.58043 5.99410 -11.19375
H 1.71443 4.35841 -10.68952
H 0.41262 5.41925 -8.69717
H -1.25714 5.75734 -8.97664
H -0.02090 6.89652 -9.53402
C -1.57211 8.52987 -11.54777
O -0.37004 9.26904 -11.61745
C 0.37601 8.89253 -12.76897
C 1.54154 9.84659 -12.89648
N 2.50887 9.66131 -11.81320
C 3.54501 10.68640 -11.86468
C 4.41167 10.64016 -10.61696
O 5.52192 11.47862 -10.84497
C 6.60298 11.26903 -9.96652
H -1.41316 7.46352 -11.38092
H -2.21805 8.74391 -12.40496
H -2.14566 8.90419 -10.69921
H -0.26668 9.03414 -13.65196
H 0.60316 7.82047 -12.73797
H 1.20292 10.88827 -12.83697
H 2.03537 9.64830 -13.85053
H 2.05357 9.59608 -10.91410
H 3.05162 11.67282 -11.85517
H 4.08540 10.62737 -12.80690
H 4.73918 9.61360 -10.39168
H 3.90178 10.89520 -9.67688
H 7.54590 11.62179 -10.37849
H 6.70679 10.21570 -9.68596
H 6.39274 11.84983 -9.05696
C -10.08236 -3.71557 -11.03597
O -8.90267 -3.02724 -11.28056
C -8.97155 -1.63074 -11.09268
C -7.73859 -0.94228 -11.67875
N -6.56405 -1.06086 -10.81817
C -6.47700 -0.00135 -9.81390
C -5.91644 1.31749 -10.33696
O -4.51982 1.19093 -10.45503
C -3.91834 2.38959 -10.83091
H -10.52282 -3.42382 -10.06957
H -9.90290 -4.78806 -10.96066
H -10.85466 -3.56586 -11.80183
H -9.07149 -1.44752 -10.01386
H -9.90111 -1.23521 -11.52348
H -7.97562 0.08399 -11.95568
H -7.49532 -1.46207 -12.60995
H -6.63862 -1.96336 -10.36526
H -5.88694 -0.33229 -8.95813
H -7.45588 0.18670 -9.34804
H -6.18597 2.09609 -9.61744
H -6.34597 1.52640 -11.32329
H -2.84011 2.34342 -10.98222
H -4.06898 3.20226 -10.10658
H -4.29531 2.82686 -11.76714

155
Properties=species:S:1:pos:R:3 method="wB97M-V/def2-TZVPD" total_charge=-1 homo_ev=-6.28 relative_energy_ev=2.022 lumo_energy_ev=2.32
Cl 0.18407 0.44195 -0.23982
O 1.06012 1.29582 -1.01726
O 0.65473 -0.90531 -0.51555
O 0.34170 0.70537 1.16347
O -1.18592 0.58165 -0.68096
O 3.17084 -0.30916 -2.62476
H 2.83530 0.02110 -1.77620
H 2.82209 -1.20825 -2.69088
O 3.26881 2.53115 -3.04638
H 2.70036 2.47269 -2.25592
H 3.49725 3.47020 -3.11023
C -6.17459 -2.15107 0.31849
O -5.02729 -2.66203 0.83788
C -3.97895 -1.76702 0.64522
C -2.67506 -2.47672 0.67286
N -2.36075 -3.07697 1.93375
C -2.32568 -2.04538 2.99557
C -2.35060 -2.53650 4.42874
O -3.65315 -2.89237 4.86503
C -3.82704 -2.80376 6.23758
H -6.10735 -1.95243 -0.76956
H -6.52462 -1.24528 0.83690
H -7.01880 -2.85128 0.37597
H -3.95814 -0.89252 1.30756
H -4.13514 -1.38822 -0.37339
H -1.94796 -1.68746 0.47405
H -2.77958 -3.22528 -0.10757
H -1.39231 -3.38362 1.91993
H -3.18702 -1.37011 2.94280
H -1.35866 -1.51764 2.90641
H -1.93116 -1.73655 5.05921
H -1.67299 -3.40958 4.55070
H -2.95616 -3.15272 6.83526
H -4.67935 -3.39641 6.56147
H -3.94626 -1.75665 6.59120
C 0.69585 7.10212 1.97075
O 1.96068 6.78984 1.77992
C 2.22610 6.12434 0.55813
C 2.29830 4.60135 0.77277
N 3.30338 4.33705 1.83283
C 3.17641 2.95182 2.24035
C 3.96483 2.65280 3.45794
O 3.27281 3.23840 4.56259
C 4.18608 3.62468 5.55188
H 0.34109 7.93750 1.36094
H 0.58625 7.37139 3.01922
H 0.02593 6.24693 1.81486
H 3.20725 6.43249 0.18222
H 1.46399 6.34919 -0.20428
H 2.57963 3.99527 -0.09433
H 1.27701 4.26029 1.05254
H 2.98618 4.89952 2.62894
H 3.58074 2.31096 1.43748
H 2.15546 2.55262 2.36152
H 5.00581 2.98728 3.40691
H 3.99129 1.58296 3.71228
H 3.61697 4.06897 6.37913
H 4.85596 4.40348 5.18183
H 4.64754 2.73251 5.99939
C 0.27088 -4.40736 -5.13618
O 0.47899 -3.69262 -3.95015
C -0.04172 -2.37484 -4.02469
C -1.53775 -2.29126 -3.81495
N -1.90514 -0.89435 -3.66262
C -3.33751 -0.78368 -3.52971
C -3.85629 0.59129 -3.90593
O -3.95092 1.53897 -2.88639
C -4.33896 1.10535 -1.61836
H 0.68860 -5.41020 -5.02423
H 0.71440 -3.90196 -5.99596
H -0.80609 -4.60351 -5.24979
H 0.32157 -1.82189 -4.90306
H 0.40666 -1.85458 -3.16808
H -1.66657 -2.72638 -2.81119
H -2.09056 -2.85078 -4.56126
H -1.40592 -0.59966 -2.82146
H -3.60379 -0.94226 -2.47784
H -3.80183 -1.52970 -4.16365
H -4.84123 0.44036 -4.38823
H -3.22538 1.05109 -4.66797
H -3.54532 0.48847 -1.16471
H -5.26817 0.52042 -1.56976
H -4.40378 2.00802 -1.01702
C 1.67070 -1.01313 6.06963
O 0.47822 -0.65053 5.44010
C 0.58445 0.49725 4.65307
C -0.79424 1.03701 4.45953
N -0.77377 2.27652 3.64283
C -1.99730 3.01704 3.76913
C -3.19312 2.30009 3.21754
O -3.75865 1.24339 4.01037
C -4.00005 1.46680 5.43097
H 2.34610 -1.60094 5.40859
H 1.44555 -1.78829 6.81957
H 2.21083 -0.17880 6.52486
H 1.06144 0.38277 3.66587
H 1.22090 1.25483 5.14613
H -1.31640 1.15055 5.41688
H -1.38079 0.26540 3.93032
H -0.76505 1.86677 2.70530
H -1.93374 3.98377 3.27718
H -2.10449 3.14514 4.84643
H -2.97584 1.83677 2.25343
H -4.04316 2.99595 3.06120
H -3.77949 0.51163 5.91592
H -5.09034 1.63566 5.57925
H -3.50828 2.34161 5.84949
C 0.61299 -6.19524 -0.99385
O 1.83136 -5.67542 -0.67495
C 2.03402 -4.35072 -1.22379
C 3.31677 -3.74247 -0.80392
N 4.44097 -4.42086 -1.40733
C 5.70982 -3.84971 -1.05561
C 6.10539 -4.14525 0.37140
O 7.33891 -3.47489 0.59401
C 8.00724 -3.88603 1.67390
H 0.60021 -7.25052 -0.73998
H 0.50709 -6.23615 -2.11086
H -0.22986 -5.60082 -0.65995
H 1.16346 -3.70444 -1.06024
H 2.12645 -4.58190 -2.30501
H 3.35956 -3.70112 0.28404
H 3.30541 -2.70642 -1.17815
H 4.33647 -4.44254 -2.41067
H 5.96654 -2.83858 -1.41362
H 6.37737 -4.46085 -1.68936
H 6.21727 -5.24570 0.37781
H 5.34372 -3.86348 1.11255
H 8.83413 -3.22503 1.86846
H 8.33714 -4.92415 1.53645
H 7.31295 -3.91924 2.52603
C 0.35838 -1.22473 -7.67149
O 0.37474 -0.02940 -7.01560
C -0.82338 0.63866 -7.22890
C -0.90547 2.02175 -6.62073
N -0.69722 1.99389 -5.18932
C -1.11019 3.24463 -4.65455
C -0.89055 3.35224 -3.18523
O -1.58280 4.50946 -2.72839
C -1.63489 4.51010 -1.34876
H -0.64099 -1.65372 -7.66071
H 1.04648 -1.90569 -7.14633
H 0.84779 -1.16740 -8.65546
H -1.69549 0.09159 -6.83292
H -0.94776 0.75980 -8.32104
H -1.96031 2.30547 -6.89115
H -0.29089 2.79659 -7.08715
H -1.17271 1.19885 -4.77551
H -2.19733 3.32409 -4.82662
H -0.61789 4.08661 -5.14280
H 0.16398 3.38151 -2.88715
H -1.32088 2.43488 -2.74828
H -0.63814 4.60941 -0.86901
H -1.97318 3.54671 -0.92057
H -2.29060 5.30659 -1.00746

147
Properties=species:S:1:pos:R:3 method="wB97M-V/def2-TZVPD" homo_ev=-8.01 lumo_energy_ev=0.00
C -0.78083 -3.71611 2.11790
C -2.29474 -3.45462 2.10934
C -2.70115 -3.35062 3.58706
C -4.13363 -2.84035 3.79091
C -4.17574 -1.47127 3.12640
C -3.78290 -1.45284 1.63957
N -2.51604 -2.15067 1.45777
O -2.06515 -2.10224 0.12897
C -4.96137 -1.97429 0.79525
C -3.53946 0.02678 1.29427
C -2.94558 -4.68938 1.45108
H -0.30164 -2.93927 2.71622
H -0.41598 -3.70243 1.08900
H -0.60681 -4.69730 2.55212
H -2.55382 -4.31441 4.08271
H -2.01983 -2.67523 4.11164
H -4.24904 -2.63837 4.85832
H -4.89459 -3.53300 3.43372
H -3.52032 -0.83903 3.73237
H -5.18317 -1.05617 3.22109
H -5.86801 -1.39507 0.96631
H -4.70709 -1.80394 -0.25438
H -5.12828 -3.03200 0.99282
H -2.72932 0.41756 1.92934
H -3.18688 0.11759 0.26678
H -4.28037 0.78330 1.56509
H -2.92180 -4.66523 0.36210
H -4.00874 -4.80664 1.69407
H -2.47738 -5.57235 1.88106
H -1.20961 -1.67066 0.22366
C 2.46453 6.54740 -0.76830
C 1.69582 6.28185 -2.07378
C 2.38335 7.05499 -3.21107
C 3.62053 6.36100 -3.74454
C 3.32067 4.94597 -4.21706
C 2.52850 4.06427 -3.20380
N 1.60551 4.86061 -2.37817
O 1.07830 4.11009 -1.28067
C 1.70431 3.05924 -4.00570
C 3.59959 3.32759 -2.38822
C 0.28006 6.88063 -1.99213
H 3.41912 6.02735 -0.89079
H 1.99268 6.11657 0.11816
H 2.62918 7.59870 -0.53862
H 1.74735 7.39313 -4.03509
H 2.68677 8.02179 -2.79462
H 4.33903 6.31921 -2.91741
H 4.12654 6.94220 -4.51652
H 4.28959 4.46387 -4.34991
H 2.86034 4.96303 -5.20673
H 0.71718 3.37309 -4.35612
H 2.23268 2.77553 -4.92053
H 1.48998 2.11081 -3.50066
H 3.19436 2.64508 -1.63243
H 4.23914 2.74279 -3.04605
H 4.19581 3.98593 -1.74919
H 0.29171 7.97298 -2.01164
H -0.15974 6.55413 -1.04790
H -0.31842 6.62673 -2.86736
H 0.27192 3.81205 -1.72116
C -6.05076 -1.70258 -4.24252
C -4.72426 -1.69426 -5.02386
C -4.54194 -0.19317 -5.36249
C -3.14999 0.17024 -5.82419
C -2.08548 -0.37550 -4.87960
C -2.23588 -1.86758 -4.52746
N -3.63406 -2.11758 -4.18614
O -3.81043 -3.40678 -3.61249
C -1.67561 -2.71800 -5.70578
C -1.32599 -2.09872 -3.30964
C -4.83168 -2.48486 -6.34628
H -6.42679 -2.68468 -3.95552
H -6.85370 -1.19960 -4.78366
H -5.87719 -1.09528 -3.35168
H -5.16070 0.03551 -6.23726
H -4.85670 0.47118 -4.55669
H -3.02459 1.25664 -5.83260
H -2.95678 -0.17744 -6.84251
H -1.95874 0.26453 -4.00279
H -1.11537 -0.33374 -5.38752
H -1.36075 -2.10123 -6.54751
H -0.83890 -3.33482 -5.37468
H -2.39393 -3.43689 -6.09516
H -0.34205 -1.66524 -3.47710
H -1.71023 -1.76185 -2.34183
H -1.24060 -3.17628 -3.13882
H -4.57087 -3.51715 -6.09567
H -4.16677 -2.14837 -7.14127
H -5.82822 -2.55443 -6.78815
H -3.60244 -3.24386 -2.68376
O 4.66330 0.46626 2.65874
H 5.02148 1.35261 2.78488
H 3.69795 0.59132 2.66934
O 1.18360 -1.11206 3.90126
H 1.21159 -0.64335 3.05126
H 1.23688 -0.41020 4.56114
O 3.92745 2.74536 4.70788
H 4.03543 1.95602 5.25027
H 3.35348 2.46327 3.98826
O 5.48344 -2.09311 2.15545
H 5.06798 -2.50242 2.93931
H 5.14442 -1.17022 2.16447
O 2.91920 3.50862 1.38192
H 2.44567 3.97101 0.67352
H 3.48766 4.18095 1.77744
O 2.34901 -4.07966 -1.20239
H 2.84528 -4.22034 -2.01405
H 3.01241 -4.16247 -0.49679
O 4.77934 -4.15402 0.56714
H 5.07396 -3.35033 1.08688
H 5.56071 -4.71015 0.49698
C -0.92888 1.49995 5.12275
C -0.28586 2.88769 4.93834
C -0.15494 3.59203 6.29332
O 1.08992 2.63251 4.53700
H -1.30019 1.16812 4.15308
H -1.77803 1.58115 5.80457
H -0.25380 0.78036 5.57932
H -0.80077 3.45196 4.16284
H 0.59052 3.01734 6.84641
H -1.04674 3.52848 6.91772
H 0.25730 4.58893 6.14643
H 1.35349 3.32187 3.91719
C 2.29595 -1.22407 0.70966
C 1.75940 0.19720 0.65014
C 0.29250 0.15349 0.23937
O 1.83659 0.92149 1.88060
H 1.90922 -1.83013 1.52598
H 3.38103 -1.35341 0.69178
H 2.07110 -1.64125 -0.27555
H 2.25863 0.77341 -0.13772
H -0.32016 -0.30365 1.03191
H 0.08499 -0.48465 -0.62144
H -0.10618 1.16713 0.15793
H 1.64271 1.85590 1.75081
C 4.32480 -4.98830 3.99278
C 3.04264 -4.17904 4.02329
C 2.19986 -4.51497 5.26799
O 3.28742 -2.77898 3.95601
H 5.09005 -4.58232 3.33326
H 4.21928 -6.03172 3.68978
H 4.79031 -5.07242 4.98299
H 2.50431 -4.46946 3.10935
H 1.16954 -4.22760 5.02057
H 2.42147 -3.96496 6.17804
H 2.18559 -5.60351 5.34774
H 2.40099 -2.34424 3.95292